The following is a quantum chemistry calculation of one molecule with the formula C4H2O2 at a distorted geometry, from OMol25.

Last column: natural (NBO) charge in e.
Geometry (Å):
O  0.779  -1.696  -0.112  -0.408
O  -2.300  0.410  0.359  -0.615
C  -0.209  -0.820  0.041  0.128
C  -1.434  -0.479  -0.041  0.265
C  1.169  -0.144  -0.025  0.107
C  2.066  0.676  0.027  -0.217
H  -2.901  0.649  -0.364  0.503
H  2.830  1.404  0.115  0.238

The LUMO energy (spin up / spin down) comes out at -0.0361 / -0.0159 hartree. The HOMO energy (spin up / spin down) comes out at -8.18 / -8.63 eV. For the largest force on an atom, the calculation gives 2.0 eV/Å. The value obtained for the total energy is -303.8020 Eh.